(1)
Computed, not measured: the molecule C4H10N2 in a non-equilibrium geometry, with wB97M-V/def2-TZVPD.

The geometry in ORCA input format:
```
! wB97M-V def2-TZVPD RIJCOSX def2/J DEFGRID3
* xyz 0 1
N 1.460 1.329 0.078
C 1.021 0.096 -0.633
C -0.266 -0.429 -0.040
N -0.864 -1.489 -0.811
C -0.610 -0.385 1.439
C -1.263 0.631 0.497
H 2.415 1.555 -0.049
H 0.889 2.118 -0.240
H 0.870 0.209 -1.730
H 1.846 -0.689 -0.570
H -0.939 -1.366 -1.814
H -0.356 -2.407 -0.712
H -1.240 -1.294 1.710
H 0.237 -0.103 2.148
H -0.910 1.691 0.444
H -2.291 0.532 0.283
*
```

energy above the lowest of the compared OMol25 structures with the same formula, charge and spin	1.559	eV
SMILES string	NCC1(N)CC1
E	-267.86803	hartree
HOMO	-9.0	eV
HOMO-LUMO gap	10.1	eV
molecular weight	86.1	g/mol

---

(2)
Computed, not measured: a cluster of 2 separate species, C4H10N2 in total in a non-equilibrium geometry, with wB97M-V/def2-TZVPD.

The geometry in ORCA input format:
```
! wB97M-V def2-TZVPD RIJCOSX def2/J DEFGRID3
* xyz 0 3
C 1.280 -0.821 1.271
C 0.977 -0.033 0.300
C 1.727 0.726 -0.779
C -1.636 0.748 -1.040
N -1.790 -0.395 1.051
N -1.138 0.552 0.322
H 0.599 -1.099 2.005
H 2.275 -1.097 1.564
H 1.320 0.620 -1.841
H 2.725 0.343 -0.701
H 1.676 1.755 -0.548
H -1.862 -0.231 -1.617
H -2.618 1.155 -1.152
H -1.005 1.563 -1.401
H -1.769 -1.400 0.686
H -1.465 -0.568 1.984
*
```

energy above the lowest of the compared OMol25 structures with the same formula, charge and spin	1.381	eV
E	-267.66569	hartree
<S²>	2.015
HOMO (alpha / beta)	-5.8 / -9.2	eV
HOMO-LUMO gap (alpha / beta)	6.8 / 8.7	eV
molecular weight	86.1	g/mol

---

(3)
Computed, not measured: a structure of composition C4H10N2O in a non-equilibrium geometry, with wB97M-V/def2-TZVPD.

The geometry in ORCA input format:
```
! wB97M-V def2-TZVPD RIJCOSX def2/J DEFGRID3
* xyz -1 2
C 0.368 -0.322 -0.391
C -0.456 -0.980 0.722
C -0.231 -1.742 -0.575
O 0.563 -2.755 -0.761
N -0.676 1.011 -0.941
C -0.407 1.970 0.100
N -0.052 1.806 1.544
H 0.271 0.427 -1.349
H 1.423 -0.242 -0.124
H 0.095 -1.188 1.633
H -1.412 -0.481 0.796
H -1.162 -1.651 -1.168
H 3.414 1.869 0.009
H 0.736 1.835 0.451
H -1.039 2.817 -0.194
H 2.793 2.033 0.383
H -0.641 2.493 2.019
*
```

energy above the lowest of the compared OMol25 structures with the same formula, charge and spin	8.474	eV
E	-342.81120	hartree
<S²>	0.756
HOMO (alpha / beta)	-2.8 / -2.8	eV
HOMO-LUMO gap (alpha / beta)	6.9 / 6.5	eV
molecular weight	102.1	g/mol

---

(4)
Computed, not measured: the ion C4H10N2O with charge -1 in a non-equilibrium geometry, with wB97M-V/def2-TZVPD.

The geometry in ORCA input format:
```
! wB97M-V def2-TZVPD RIJCOSX def2/J DEFGRID3
* xyz -1 2
N 0.560 -0.817 -1.326
C 0.068 -0.291 -0.004
C -1.349 0.451 -0.056
C -2.482 -0.360 0.547
O -3.349 0.054 1.299
C 1.212 0.601 0.450
N 2.555 0.235 0.262
H 1.011 0.024 -1.780
H -0.210 -1.047 -1.878
H -0.113 -1.118 0.706
H -1.315 1.403 0.404
H -1.622 0.532 -1.194
H -2.556 -1.455 0.161
H 1.028 0.912 1.449
H 1.044 1.500 -0.233
H 2.967 0.111 1.198
H 2.552 -0.734 -0.005
*
```

energy above the lowest of the compared OMol25 structures with the same formula, charge and spin	1.319	eV
E	-343.07412	hartree
<S²>	0.753
HOMO (alpha / beta)	0.9 / -3.7	eV
HOMO-LUMO gap (alpha / beta)	3.3 / 7.7	eV
molecular weight	102.1	g/mol